(1)
The following is a DFT calculation (the ωB97M-V functional and the def2-TZVPD basis) of 10 unconnected molecules or ions with the total composition C52H127N9O10 at a distorted geometry.

Each line ends with the Mulliken charge.
Geometry (Å):
C1 -3.623 7.719 -1.612  -1.705
C2 -4.463 6.711 -2.349  1.570
C3 -5.709 7.478 -2.874  -2.035
C4 -3.650 6.164 -3.518  -1.612
C5 -2.643 5.022 -3.208  -0.082
C6 -3.308 3.971 -2.232  0.006
C7 -3.870 4.604 -0.943  1.844
C8 -4.765 3.487 -0.195  -1.743
C9 -2.699 5.084 -0.039  -1.419
N1 -4.815 5.634 -1.412  0.325
O1 -5.608 6.131 -0.369  -0.475
H1 -3.456 8.602 -2.229  0.489
H2 -4.060 8.088 -0.684  0.275
H3 -2.650 7.255 -1.457  0.327
H4 -6.472 6.846 -3.329  0.426
H5 -6.205 7.942 -2.021  0.479
H6 -5.422 8.234 -3.605  0.383
H7 -4.393 5.689 -4.158  0.380
H8 -3.145 6.975 -4.043  0.510
H9 -2.304 4.522 -4.115  0.560
H10 -1.735 5.450 -2.782  -0.356
H11 -2.618 3.137 -2.100  -0.664
H12 -4.073 3.405 -2.763  0.507
H13 -5.694 3.265 -0.720  0.480
H14 -5.088 3.851 0.781  0.455
H15 -4.279 2.526 -0.027  0.154
H16 -3.196 5.767 0.650  0.541
H17 -1.931 5.735 -0.457  -0.041
H18 -2.226 4.322 0.581  0.143
H19 -6.461 5.894 -0.740  0.364
C10 -2.780 -3.923 -1.068  -1.456
C11 -4.153 -3.399 -1.186  1.993
C12 -5.229 -4.563 -1.201  -1.999
C13 -4.367 -2.539 0.101  -1.955
C14 -3.611 -1.245 0.141  0.209
C15 -4.005 -0.421 -1.101  -0.133
C16 -3.805 -1.164 -2.445  2.457
C17 -4.658 -0.426 -3.443  -2.100
C18 -2.317 -1.064 -2.808  -1.338
N2 -4.426 -2.526 -2.374  0.271
O2 -4.524 -3.148 -3.584  -0.527
H20 -2.572 -4.699 -0.330  0.433
H21 -2.440 -4.392 -1.992  0.368
H22 -2.110 -3.095 -0.835  -0.057
H23 -5.324 -5.101 -0.258  0.379
H24 -6.146 -4.069 -1.524  0.464
H25 -5.093 -5.284 -2.006  0.348
H26 -5.429 -2.296 0.071  0.419
H27 -4.253 -3.216 0.947  0.500
H28 -3.782 -0.762 1.104  0.560
H29 -2.535 -1.414 0.151  -0.559
H30 -3.345 0.446 -1.075  -0.993
H31 -5.039 -0.121 -0.931  0.529
H32 -5.703 -0.329 -3.148  0.505
H33 -4.768 -0.983 -4.374  0.463
H34 -4.220 0.531 -3.724  0.213
H35 -2.124 -0.103 -3.284  0.315
H36 -2.144 -1.782 -3.609  0.416
H37 -1.589 -1.125 -2.000  -0.313
H38 -3.683 -3.610 -3.553  0.466
C19 2.453 -4.414 4.028  -1.106
C20 3.288 -3.873 5.223  1.725
C21 4.673 -4.603 5.073  -2.094
C22 3.531 -2.363 5.030  -1.551
C23 2.357 -1.499 5.361  0.071
C24 1.997 -1.800 6.826  -1.518
C25 1.569 -3.290 7.108  1.603
C26 1.571 -3.496 8.664  -1.980
C27 0.118 -3.694 6.629  -1.678
N3 2.637 -4.153 6.522  0.397
O3 2.492 -5.505 6.805  -0.463
H39 1.443 -4.009 3.959  0.289
H40 2.935 -4.276 3.060  -0.430
H41 2.248 -5.467 4.221  0.765
H42 4.397 -5.634 4.851  0.435
H43 5.374 -4.240 4.321  0.312
H44 5.250 -4.637 5.997  0.479
H45 4.370 -1.947 5.587  0.483
H46 3.702 -2.167 3.972  0.293
H47 2.435 -0.420 5.230  0.528
H48 1.518 -1.842 4.754  -0.054
H49 1.226 -1.092 7.130  0.437
H50 2.885 -1.628 7.434  0.382
H51 2.549 -3.374 9.130  0.422
H52 1.372 -4.512 9.006  0.434
H53 0.817 -2.877 9.150  0.420
H54 0.019 -4.766 6.456  0.314
H55 -0.095 -3.176 5.693  0.291
H56 -0.587 -3.484 7.433  0.479
H57 3.188 -5.614 7.457  0.352
C28 5.916 0.283 -0.644  -0.894
O4 4.929 -0.229 -1.599  -0.119
C29 5.150 0.287 -2.929  -1.308
C30 4.157 -0.177 -4.010  0.868
C31 4.365 0.376 -5.412  -1.335
N4 2.781 0.284 -3.655  0.109
H58 6.881 -0.213 -0.753  0.353
H59 5.628 -0.079 0.343  0.226
H60 6.039 1.365 -0.591  0.358
H61 5.024 1.367 -2.855  0.365
H62 6.169 0.006 -3.194  0.409
H63 4.211 -1.266 -4.021  0.096
H64 3.859 -0.245 -6.151  0.277
H65 5.436 0.441 -5.607  0.445
H66 3.954 1.380 -5.517  0.255
H67 2.636 0.342 -2.657  -0.565
H68 2.599 1.159 -4.124  -0.038
C32 -0.802 1.530 4.367  -0.178
O5 -1.743 2.341 4.979  -0.383
C33 -1.210 3.473 5.670  -0.730
C34 -2.363 4.455 6.227  0.376
C35 -3.183 4.966 5.015  -1.476
N5 -1.731 5.544 6.922  -0.712
H69 -0.141 1.126 5.134  0.253
H70 -0.230 2.127 3.657  -0.060
H71 -1.445 0.715 4.034  0.284
H72 -0.691 3.198 6.588  0.291
H73 -0.524 4.056 5.054  0.344
H74 -3.040 3.810 6.788  0.289
H75 -3.907 4.313 4.527  0.406
H76 -2.647 5.117 4.078  0.292
H77 -3.674 5.907 5.262  0.402
H78 -1.237 6.101 6.239  0.279
H79 -1.068 5.084 7.529  0.313
C36 -0.854 1.616 0.146  0.704
O6 0.556 1.783 0.101  0.151
C37 1.225 0.715 -0.628  0.173
C38 1.369 -0.659 0.117  2.167
C39 1.858 -0.607 1.531  -1.354
N6 2.196 -1.660 -0.543  0.286
H80 -1.349 2.032 -0.731  -0.920
H81 -1.228 2.219 0.973  0.084
H82 -1.209 0.634 0.461  0.095
H83 0.808 0.730 -1.636  -0.151
H84 2.241 1.102 -0.698  0.294
H85 0.333 -0.978 0.234  -1.227
H86 1.230 0.035 2.148  0.093
H87 2.890 -0.263 1.596  0.141
H88 1.896 -1.561 2.055  0.140
H89 3.013 -1.068 -0.587  0.003
H90 1.787 -1.771 -1.459  0.063
C40 5.563 -7.090 0.151  -0.748
O7 4.205 -7.039 0.640  -0.403
C41 3.696 -5.700 0.665  -0.321
C42 2.145 -5.726 0.734  0.706
C43 1.456 -6.447 -0.450  -1.648
N7 1.672 -4.348 0.808  -0.124
H91 5.572 -6.999 -0.936  0.293
H92 6.032 -8.041 0.402  0.262
H93 6.165 -6.280 0.562  0.309
H94 4.042 -5.390 1.650  0.188
H95 4.120 -5.028 -0.082  0.392
H96 1.782 -6.255 1.615  0.162
H97 1.984 -6.197 -1.370  0.323
H98 0.413 -6.157 -0.583  0.328
H99 1.510 -7.534 -0.503  0.449
H100 1.628 -4.067 -0.161  -0.116
H101 2.367 -3.767 1.255  -0.019
C44 0.018 1.519 -5.037  -0.329
O8 1.009 2.335 -4.387  -0.433
C45 0.570 3.144 -3.267  0.066
C46 1.685 3.946 -2.532  1.042
C47 1.220 4.798 -1.408  -1.166
N8 2.277 4.831 -3.512  -0.788
H102 -0.140 0.582 -4.504  -0.120
H103 0.426 1.190 -5.993  0.241
H104 -0.953 2.002 -5.144  0.335
H105 -0.133 3.911 -3.592  0.390
H106 -0.013 2.546 -2.567  -0.299
H107 2.403 3.190 -2.212  -0.336
H108 2.055 5.431 -1.105  0.379
H109 0.905 4.202 -0.551  0.031
H110 0.346 5.375 -1.713  0.192
H111 2.596 4.422 -4.379  0.300
H112 1.535 5.390 -3.907  0.323
C48 -0.256 -2.012 -6.986  -0.889
O9 -0.133 -2.552 -5.637  -0.167
C49 1.229 -2.860 -5.340  -0.581
C50 1.254 -3.219 -3.851  0.143
C51 0.235 -4.321 -3.445  -0.907
N9 0.901 -1.963 -3.123  0.835
H113 -1.301 -1.715 -7.068  0.273
H114 -0.131 -2.727 -7.799  0.299
H115 0.293 -1.072 -7.046  0.277
H116 1.579 -3.689 -5.956  0.572
H117 1.859 -1.994 -5.541  -0.056
H118 2.286 -3.499 -3.640  0.582
H119 0.509 -5.315 -3.799  0.618
H120 -0.805 -4.070 -3.653  0.009
H121 0.292 -4.373 -2.357  -0.117
H122 -0.007 -1.620 -3.402  -0.673
H123 1.556 -1.295 -3.504  -0.272
C52 3.016 3.087 1.723  0.090
O10 3.638 3.954 2.575  -0.578
H124 2.015 2.958 2.134  0.103
H125 2.824 3.528 0.745  -0.003
H126 3.534 2.131 1.656  -0.012
H127 3.599 4.810 2.144  0.357

Forces on atoms 1 to 3 (eV/Å):
0.9 0.8 -0.1
0.4 0.7 0.6
-0.1 -0.8 0.5

Summary:
Gap between HOMO and LUMO   8.4 eV
Lowest unoccupied orbital energy   0.4 eV
E_HOMO   -8.0 eV
Calculated total energy   -3302.25917 Ha

(2)
The following is a DFT calculation (the ωB97M-V functional and the def2-TZVPD basis) of 14 unconnected molecules or ions with the total composition C52H145N13O14 at a distorted geometry.

Each line ends with the Mulliken charge.
Geometry (Å):
O1 -1.823 -3.834 -2.886  -0.670
H1 -2.532 -4.031 -2.275  0.179
H2 -2.208 -3.970 -3.752  0.289
C1 7.037 3.269 1.594  -1.587
C2 6.630 3.477 0.136  0.665
C3 5.077 3.311 0.032  -0.771
O2 4.742 1.927 0.173  -0.537
C4 3.347 1.773 0.203  -0.162
N1 7.091 4.753 -0.277  -0.723
H3 8.121 3.245 1.699  0.405
H4 6.670 2.315 1.974  0.331
H5 6.640 3.990 2.309  0.399
H6 6.977 2.793 -0.639  0.164
H7 4.705 3.611 -0.948  0.215
H8 4.527 3.831 0.817  0.573
H9 2.793 2.321 -0.558  0.027
H10 3.084 2.203 1.169  0.331
H11 3.170 0.698 0.243  0.157
H12 6.588 4.946 -1.131  0.231
H13 6.817 5.445 0.406  0.384
C5 0.835 4.358 -3.143  -1.071
C6 1.600 3.284 -3.994  0.313
C7 3.145 3.262 -3.663  1.276
O3 3.781 4.491 -4.075  -0.281
C8 3.865 4.752 -5.465  -0.817
N2 1.024 2.009 -3.643  -0.429
H14 -0.166 4.417 -3.571  0.525
H15 1.284 5.344 -3.272  0.352
H16 0.788 4.121 -2.080  0.018
H17 1.475 3.488 -5.057  0.777
H18 3.602 2.351 -4.048  0.033
H19 3.221 3.091 -2.589  -1.676
H20 4.315 5.725 -5.667  0.282
H21 2.890 4.868 -5.938  0.298
H22 4.496 3.970 -5.888  0.296
H23 0.918 2.019 -2.639  -0.267
H24 0.055 1.911 -3.911  -0.016
C9 -5.762 -0.214 -0.723  -1.790
C10 -4.620 -0.207 0.288  2.318
C11 -4.862 0.686 1.483  -1.036
O4 -3.607 1.070 1.995  0.602
C12 -3.838 1.726 3.239  -0.515
N3 -4.188 -1.530 0.686  -0.253
H25 -6.624 -0.658 -0.226  0.472
H26 -5.518 -0.898 -1.535  0.417
H27 -5.944 0.741 -1.216  0.271
H28 -3.829 0.267 -0.294  -1.368
H29 -5.388 0.010 2.157  -0.004
H30 -5.472 1.564 1.270  0.586
H31 -4.522 1.239 3.934  0.322
H32 -4.061 2.722 2.858  0.174
H33 -2.903 1.841 3.789  -0.247
H34 -4.885 -1.950 1.285  0.460
H35 -3.424 -1.339 1.318  -0.236
C13 3.407 -5.311 -1.148  -1.370
C14 2.330 -6.162 -1.767  0.403
C15 1.570 -6.963 -0.692  -0.209
O5 0.624 -7.870 -1.288  -0.085
C16 1.142 -9.137 -1.497  -0.908
N4 1.538 -5.175 -2.475  -0.704
H36 2.936 -4.655 -0.416  0.151
H37 3.989 -4.722 -1.857  0.284
H38 4.105 -6.068 -0.790  0.491
H39 2.669 -6.899 -2.495  0.437
H40 1.033 -6.324 0.009  -0.316
H41 2.282 -7.476 -0.045  0.475
H42 1.578 -9.716 -0.683  0.357
H43 1.776 -9.224 -2.379  0.294
H44 0.227 -9.659 -1.780  0.249
H45 0.726 -5.649 -2.845  0.287
H46 1.316 -4.540 -1.722  0.126
C17 -1.970 -1.871 3.790  -0.959
C18 -2.504 -3.254 3.589  0.300
C19 -3.983 -3.330 4.053  -1.549
O6 -4.920 -2.533 3.237  -0.132
C20 -6.245 -2.625 3.788  -1.138
N5 -2.352 -3.478 2.140  0.434
H47 -0.948 -1.745 3.433  0.162
H48 -2.010 -1.666 4.860  0.735
H49 -2.633 -1.115 3.368  -0.318
H50 -1.906 -3.924 4.207  0.681
H51 -4.135 -3.093 5.107  0.528
H52 -4.367 -4.345 3.956  0.536
H53 -6.676 -3.594 4.038  0.360
H54 -6.943 -2.052 3.177  0.321
H55 -6.310 -1.932 4.627  0.413
H56 -2.620 -4.413 1.868  -0.046
H57 -3.166 -3.057 1.716  -0.496
C21 0.790 2.656 7.188  -1.408
C22 0.030 3.630 6.220  0.168
C23 -0.378 2.808 4.981  -0.299
O7 0.696 2.269 4.219  -0.484
C24 0.275 1.589 3.037  0.358
N6 -1.096 4.236 6.934  -0.676
H58 0.152 1.784 7.326  0.336
H59 1.090 3.075 8.149  0.408
H60 1.782 2.346 6.857  0.308
H61 0.666 4.459 5.908  0.340
H62 -0.825 3.531 4.298  0.241
H63 -1.108 2.012 5.134  0.088
H64 1.135 1.154 2.529  0.033
H65 -0.189 2.330 2.387  -0.033
H66 -0.368 0.792 3.412  0.021
H67 -1.606 3.520 7.430  0.271
H68 -1.665 4.736 6.265  0.282
C25 -2.509 0.229 -5.945  -1.730
C26 -2.278 -0.043 -4.480  2.477
C27 -3.553 0.020 -3.705  0.276
O8 -4.306 1.240 -3.797  -0.483
C28 -3.632 2.416 -3.392  -0.164
N7 -1.594 -1.303 -4.529  -0.593
H69 -1.632 0.072 -6.572  0.446
H70 -2.778 1.268 -6.136  0.343
H71 -3.353 -0.318 -6.365  0.423
H72 -1.523 0.684 -4.182  -1.391
H73 -3.266 -0.250 -2.689  -0.392
H74 -4.152 -0.808 -4.084  0.385
H75 -3.272 2.160 -2.396  -0.162
H76 -4.226 3.322 -3.511  0.415
H77 -2.710 2.674 -3.913  0.129
H78 -2.133 -1.993 -5.034  0.345
H79 -1.557 -1.706 -3.604  -0.002
C29 4.961 -0.626 -3.145  -1.104
C30 5.950 0.044 -4.132  0.706
C31 6.753 1.215 -3.496  -0.056
O9 7.625 1.688 -4.528  -0.401
C32 8.250 2.914 -4.099  -0.572
N8 6.800 -0.995 -4.751  -0.830
H80 4.527 -1.550 -3.528  0.357
H81 4.126 0.055 -2.979  0.037
H82 5.407 -0.774 -2.162  0.264
H83 5.335 0.326 -4.987  0.243
H84 7.378 0.872 -2.671  0.396
H85 6.080 1.983 -3.116  -0.216
H86 7.578 3.468 -3.444  0.127
H87 8.582 3.572 -4.902  0.281
H88 9.161 2.701 -3.541  0.294
H89 6.258 -1.597 -5.355  0.232
H90 7.572 -0.699 -5.331  0.249
C33 1.069 -4.237 3.175  -0.813
C34 0.969 -5.767 3.495  0.790
C35 1.879 -5.983 4.803  -0.987
O10 3.123 -5.324 4.594  -0.275
C36 3.898 -5.436 5.811  -0.790
N9 -0.421 -6.195 3.719  -0.540
H91 0.368 -3.998 2.375  -0.113
H92 2.072 -4.118 2.765  0.555
H93 0.983 -3.663 4.098  0.311
H94 1.380 -6.333 2.659  -0.093
H95 2.054 -7.041 4.997  0.463
H96 1.446 -5.538 5.699  0.419
H97 3.373 -5.046 6.683  0.321
H98 4.746 -4.752 5.848  0.273
H99 4.099 -6.499 5.944  0.303
H100 -1.024 -5.687 3.088  -0.127
H101 -0.580 -7.191 3.669  0.297
C37 1.400 -1.564 -1.424  -1.398
C38 0.391 -1.765 -0.295  0.360
C39 -0.758 -0.693 -0.338  0.328
O11 -0.128 0.600 -0.217  0.625
C40 -1.015 1.686 -0.531  0.600
N10 -0.155 -3.131 -0.469  0.905
H102 1.844 -0.596 -1.191  0.043
H103 0.935 -1.458 -2.404  0.263
H104 2.133 -2.369 -1.370  0.441
H105 0.846 -1.660 0.690  0.394
H106 -1.433 -0.746 0.516  -0.274
H107 -1.385 -0.816 -1.221  -0.398
H108 -0.394 2.554 -0.311  -0.489
H109 -1.890 1.793 0.112  -0.430
H110 -1.279 1.737 -1.587  0.095
H111 -0.899 -3.205 0.210  -0.745
H112 -0.507 -3.346 -1.391  -0.027
C41 3.279 8.177 -0.704  -1.560
C42 3.041 6.929 0.207  0.482
C43 2.192 5.910 -0.553  -0.877
O12 1.920 4.803 0.238  0.064
C44 0.778 4.977 0.957  -0.535
N11 4.406 6.390 0.313  -0.558
H113 2.358 8.628 -1.073  0.389
H114 3.855 7.799 -1.549  0.332
H115 3.776 8.880 -0.035  0.400
H116 2.619 7.275 1.151  0.494
H117 2.717 5.533 -1.431  -0.007
H118 1.311 6.436 -0.920  0.562
H119 0.794 4.172 1.692  -0.034
H120 -0.165 4.775 0.450  0.313
H121 0.786 5.923 1.498  0.260
H122 4.805 6.218 -0.599  0.291
H123 4.351 5.417 0.576  0.014
C45 -2.010 -6.740 -0.527  -0.837
C46 -3.532 -6.978 -0.405  0.291
C47 -3.883 -8.437 0.133  -0.916
O13 -5.280 -8.722 0.118  -0.350
C48 -5.489 -10.097 0.489  -0.738
N12 -4.125 -5.973 0.402  -0.411
H124 -1.712 -7.341 -1.387  0.505
H125 -1.396 -7.053 0.317  0.274
H126 -1.804 -5.691 -0.737  -0.199
H127 -3.870 -6.804 -1.427  0.313
H128 -3.353 -8.664 1.058  0.459
H129 -3.403 -9.107 -0.580  0.404
H130 -5.068 -10.312 1.471  0.302
H131 -5.005 -10.719 -0.264  0.312
H132 -6.561 -10.273 0.574  0.261
H133 -3.972 -5.156 -0.172  -0.014
H134 -5.130 -6.069 0.442  0.293
C49 -3.920 8.622 -0.115  -1.461
C50 -5.207 7.894 -0.340  0.531
C51 -5.305 6.408 -0.027  -0.866
O14 -4.290 5.578 -0.589  -0.255
C52 -4.470 4.209 -0.185  -0.378
N13 -6.161 8.571 0.389  -0.700
H135 -3.467 8.349 0.838  0.324
H136 -3.925 9.693 -0.319  0.420
H137 -3.173 8.293 -0.837  0.318
H138 -5.445 7.941 -1.402  0.309
H139 -6.330 6.056 -0.146  0.325
H140 -5.103 6.277 1.036  0.313
H141 -4.690 4.090 0.876  0.325
H142 -3.561 3.645 -0.391  -0.158
H143 -5.273 3.699 -0.718  0.325
H144 -6.196 9.437 -0.130  0.306
H145 -5.802 8.713 1.322  0.293

Forces on atoms 1 to 3 (eV/Å):
0.1 0.0 0.0
-0.2 0.0 0.3
0.0 -0.1 -0.3

Summary:
Gap between HOMO and LUMO   8.5 eV
Lowest unoccupied orbital energy   0.2 eV
E_HOMO   -8.3 eV
Calculated total energy   -3832.96550 Ha
ΔE to the lowest compared entry with this formula, charge and spin   4.670 eV